{
  "formula": "C28H36F12MgN2O26S4",
  "method": "wB97M-V/def2-TZVPD",
  "homo_lumo_gap_ha": 0.374,
  "charge": 0,
  "symbols": ["Mg", "C", "F", "F", "F", "S", "O", "O", "N", "S", "O", "O", "C", "F", "F", "F", "C", "F", "F", "F", "S", "O", "O", "N", "S", "O", "O", "C", "F", "F", "F", "C", "C", "C", "O", "C", "O", "O", "H", "H", "H", "H", "H", "H", "C", "C", "C", "O", "C", "O", "O", "H", "H", "H", "H", "H", "H", "C", "C", "C", "O", "C", "O", "O", "H", "H", "H", "H", "H", "H", "C", "C", "C", "O", "C", "O", "O", "H", "H", "H", "H", "H", "H", "C", "C", "C", "O", "C", "O", "O", "H", "H", "H", "H", "H", "H", "C", "C", "C", "O", "C", "O", "O", "H", "H", "H", "H", "H", "H"],
  "positions_angstrom": [[-0.100, -0.408, 0.942], [-0.463, 1.812, -2.621], [-0.627, 2.962, -3.159], [-1.541, 0.941, -2.929], [0.704, 1.333, -2.889], [-0.642, 2.028, -0.622], [0.703, 2.140, -0.153], [-1.509, 3.183, -0.505], [-1.321, 0.442, -0.076], [-2.968, 0.621, -0.100], [-3.548, 0.900, 1.219], [-3.525, 1.360, -1.234], [-3.421, -1.235, -0.566], [-2.711, -1.357, -1.642], [-2.910, -2.193, 0.264], [-4.754, -1.319, -0.991], [2.683, 2.188, 2.624], [3.421, 2.511, 3.755], [2.370, 3.358, 2.155], [3.371, 1.475, 1.737], [0.984, 1.313, 3.125], [0.835, 1.182, 4.583], [-0.105, 1.991, 2.451], [1.129, -0.268, 2.337], [1.990, -1.185, 3.324], [3.056, -0.535, 4.140], [1.174, -2.173, 4.060], [3.113, -2.201, 1.947], [2.230, -2.636, 1.053], [3.864, -1.321, 1.379], [3.890, -3.219, 2.449], [4.957, -1.933, -2.215], [3.655, -1.338, -2.687], [2.754, -2.440, -3.090], [1.495, -2.190, -2.370], [1.738, -1.221, -1.430], [0.947, -0.774, -0.634], [2.964, -0.870, -1.531], [5.414, -1.528, -1.312], [5.722, -1.744, -2.969], [4.931, -3.002, -2.005], [3.777, -0.488, -3.359], [3.149, -3.367, -2.675], [2.640, -2.542, -4.169], [-2.865, -1.599, -4.574], [-1.367, -1.814, -4.418], [-0.987, -3.097, -5.019], [-0.714, -2.796, -6.388], [-0.599, -1.491, -6.502], [-0.409, -0.839, -7.565], [-0.813, -0.919, -5.349], [-3.450, -1.877, -3.697], [-3.298, -2.096, -5.443], [-3.064, -0.528, -4.614], [-0.969, -1.694, -3.410], [-1.699, -3.922, -5.006], [0.014, -3.332, -4.656], [-4.088, -0.373, 6.180], [-2.700, -0.751, 5.622], [-2.657, -2.194, 5.433], [-1.934, -2.480, 4.299], [-2.068, -1.491, 3.517], [-1.535, -1.537, 2.458], [-2.489, -0.391, 4.285], [-4.380, -1.070, 6.965], [-4.928, -0.433, 5.488], [-3.955, 0.570, 6.710], [-1.767, -0.493, 6.123], [-3.603, -2.635, 5.116], [-2.381, -2.821, 6.281], [-2.458, 3.771, 3.302], [-2.067, 5.205, 3.301], [-2.484, 6.175, 2.108], [-3.329, 7.104, 2.794], [-3.385, 6.936, 4.111], [-3.886, 7.780, 4.839], [-2.755, 5.770, 4.429], [-1.828, 3.106, 3.893], [-2.395, 3.376, 2.288], [-3.333, 3.439, 3.860], [-0.991, 5.209, 3.475], [-3.062, 5.581, 1.401], [-1.714, 6.741, 1.584], [4.900, 5.745, -1.538], [4.472, 4.362, -1.001], [3.289, 3.588, -1.397], [3.769, 2.734, -2.363], [5.041, 2.652, -2.350], [5.696, 1.824, -2.996], [5.515, 3.567, -1.516], [5.931, 5.853, -1.199], [4.482, 6.621, -1.041], [4.789, 6.042, -2.581], [4.584, 4.414, 0.082], [2.582, 4.336, -1.755], [2.814, 3.015, -0.600], [-0.778, -6.390, -2.884], [-1.404, -5.409, -1.864], [-1.843, -5.925, -0.464], [-1.694, -4.716, 0.246], [-0.699, -3.897, -0.364], [-0.335, -2.880, 0.314], [-0.449, -4.342, -1.582], [0.026, -6.985, -2.452], [-0.155, -5.904, -3.634], [-1.470, -7.042, -3.417], [-2.176, -4.801, -2.336], [-1.155, -6.566, 0.087], [-2.860, -6.238, -0.228]]
}


{
  "formula": "C4H5PS",
  "method": "wB97M-V/def2-TZVPD",
  "homo_lumo_gap_ha": [0.268, 0.265],
  "charge": 0,
  "symbols": ["C", "C", "C", "C", "P", "S", "H", "H", "H", "H", "H"],
  "positions_angstrom": [[0.587, -1.472, -0.092], [3.214, 0.228, 0.100], [-0.015, -0.120, 0.040], [0.861, 0.764, 0.846], [2.129, 1.592, -0.249], [2.459, -1.455, 0.094], [0.594, -1.692, -1.114], [0.106, 0.232, -0.984], [-0.993, -0.083, 0.408], [0.244, 1.488, 1.352], [1.319, 0.217, 1.568]]
}


{
  "formula": "CH3Br2ClSi",
  "method": "wB97M-V/def2-TZVPD",
  "homo_lumo_gap_ha": [0.221, 0.339],
  "charge": 0,
  "symbols": ["C", "Si", "Cl", "Br", "Br", "H", "H", "H"],
  "positions_angstrom": [[2.055, 0.741, -1.052], [-2.678, -0.710, 1.023], [-2.216, 0.089, 2.815], [-1.909, -2.816, 0.619], [-1.244, 0.527, -0.366], [1.659, 0.926, -0.018], [2.374, 1.535, -1.801], [1.960, -0.293, -1.219]]
}


Which formula does entry 2 have?
C4H5PS